Record 1
This record from the OMol25 dataset describes 5 unconnected molecules or ions with the total composition C17H23Cl9NO2P. The level of theory is ωB97M-V with the def2-TZVPD basis set.

Geometry (Å):
C 6.6159 -1.8042 -0.4364
C 5.5260 -0.7752 -0.0533
Cl 5.5320 0.6146 -1.1916
C 4.1482 -1.4019 0.1642
N 3.4756 -1.8518 -1.0597
C 2.4857 -2.8450 -0.6939
O 2.5691 -4.0388 -0.7651
C 1.3167 -1.9632 -0.2332
C 0.2917 -2.1942 0.6221
C -0.5839 -1.1411 0.8426
C -0.4548 0.0970 0.2472
P -1.6367 1.4934 0.6242
C -2.0952 1.3278 2.4284
C -3.1473 1.4043 -0.4789
C 0.6069 0.3227 -0.6983
C 1.4477 -0.7254 -0.8928
C 2.6827 -0.8750 -1.7786
O 2.9668 -0.3963 -2.8398
H 7.4356 -1.2286 -0.8751
H 6.2453 -2.5727 -1.1157
H 6.9907 -2.2205 0.5050
H 5.8324 -0.3708 0.9172
H 3.5519 -0.7163 0.7890
H 4.3183 -2.3017 0.7722
H 0.1891 -3.1619 1.1029
H -1.4251 -1.2691 1.5188
H -1.3707 1.8988 3.0158
H -3.1104 1.6822 2.6140
H -1.9495 0.2786 2.7107
H -2.8798 0.8799 -1.3996
H -3.9621 0.9114 0.0693
H -3.4236 2.4324 -0.7189
H 0.7655 1.2393 -1.2357
Cl 3.6994 1.5538 -6.9893
C 3.2932 1.8822 -5.2991
Cl 1.6392 2.4877 -5.1337
H 3.3849 0.9643 -4.7303
H 3.9772 2.6302 -4.9148
Cl 1.2192 2.7537 0.3444
C 2.0272 4.3185 0.5272
Cl 3.7893 4.1540 0.4953
H 1.7220 4.9635 -0.2890
H 1.7349 4.7553 1.4757
Cl -6.7512 2.6692 1.3283
C -7.0162 0.9217 1.2937
Cl -5.7764 0.0586 2.2093
H -7.9849 0.7074 1.7287
H -6.9873 0.5836 0.2635
Cl -8.4128 -1.8251 2.1293
C -8.3010 -3.2926 3.1097
Cl -6.6406 -3.8884 3.1990
H -8.6464 -3.0677 4.1122
H -8.9243 -4.0584 2.6627

Values from the calculation:
Structure (SMILES)   C[C@@H](Cl)CN1C(=O)c2ccc(P(C)C)cc2C1=O.ClCCl.ClCCl.ClCCl.ClCCl
HOMO-LUMO gap   7.566 eV


Record 2
This record from the OMol25 dataset describes a molecular structure, C17H23CrFO18. The level of theory is ωB97M-V with the def2-TZVPD basis set.

Geometry (Å):
Cr -0.1996 -1.1997 -0.2752
O -3.6436 -0.6272 1.8426
C -2.7338 -1.6415 1.5613
O -2.6421 -2.5752 2.3003
O -2.0730 -1.4017 0.4712
H -3.7241 -0.1905 0.9893
O 1.2617 -5.1121 -0.9717
C 0.3195 -4.3075 -0.3674
O -0.6622 -4.8188 0.0952
O 0.6514 -3.0558 -0.3971
H 1.9627 -4.5255 -1.2761
C -3.6882 2.8679 -2.7211
C -2.1869 2.8116 -2.8206
C -1.4230 3.8704 -2.0067
O -0.6735 3.1071 -1.0493
C -0.9854 1.8134 -1.1521
O -0.5916 0.9714 -0.4038
O -1.7635 1.5716 -2.2136
H -4.1191 1.8862 -2.9059
H -4.1409 3.5627 -3.4320
H -4.0230 3.2008 -1.7341
H -1.8936 2.7936 -3.8696
H -2.1191 4.5787 -1.5621
H -0.6672 4.3973 -2.5847
C 5.2118 1.2058 1.7066
C 4.2004 1.5595 0.6305
C 4.7083 1.3345 -0.8031
O 3.5886 0.7365 -1.4545
C 2.7211 0.2912 -0.5360
O 1.7634 -0.3697 -0.7852
O 3.0788 0.6576 0.7055
H 6.0395 1.9114 1.6388
H 5.5766 0.1881 1.5710
H 4.7244 1.2397 2.6796
H 3.8002 2.5632 0.7763
H 5.5518 0.6493 -0.8599
H 4.9650 2.2936 -1.2469
C 0.7659 -1.3933 6.3837
C 0.2439 -0.5903 5.2190
C 1.1108 0.6022 4.7965
O 1.1489 0.5196 3.3703
C 0.5975 -0.6457 2.9746
O 0.4372 -0.9687 1.8408
O 0.1962 -1.3819 4.0148
H -0.0640 -1.8919 6.8964
H 1.2193 -0.7525 7.1410
H 1.4039 -2.2338 6.1150
H -0.8001 -0.3144 5.3778
H 2.1370 0.4528 5.1425
H 0.7245 1.5491 5.1608
C -3.0961 -2.2749 -4.7025
C -2.7459 -0.8414 -5.0571
O -1.5366 -0.6675 -4.4109
C -1.5356 -1.4960 -3.3038
O -0.7392 -1.4363 -2.4301
O -2.5649 -2.3431 -3.3709
F -3.6935 0.0133 -4.5313
H -2.5343 -2.9422 -5.3621
H -4.1361 -2.5758 -4.6846
H -2.7105 -0.6252 -6.1197

Values from the calculation:
2S+1   5
⟨S²⟩   6.007
HOMO-LUMO gap (spin up / spin down)   6.742 / 7.755 eV